1.
An isolated molecule of C5H6O in a non-equilibrium geometry, computed with ωB97M-V/def2-TZVPD.

- net charge = 0
- gap between HOMO and LUMO (eV) = 8.92
- DFT total energy (eV) = -7327.9257
- HOMO energy (eV) = -9.398
- multiplicity = 1

```
12
Properties=species:S:1:pos:R:3:forces:R:3:mulliken_charge:R:1
C 0.42318 -2.92547 0.67591 -0.607 2.697 -0.741 -0.81
C 0.83404 -1.66472 0.29856 -1.755 -2.777 0.542 -0.10
C -0.08466 -0.57793 0.03845 -0.330 0.925 0.547 -0.05
C 0.26250 0.67273 -0.33470 -1.654 -0.333 0.235 -0.15
C -0.78146 1.70983 -0.39486 0.598 3.023 0.669 -0.13
O -0.57475 2.95000 -0.35945 -0.419 -3.600 -0.381 -0.52
H 1.13441 -3.68850 0.72296 1.082 -1.043 0.285 0.29
H -0.61000 -3.24800 0.87912 0.443 0.595 -0.199 0.24
H 1.87425 -1.54922 0.12682 0.793 0.388 -0.198 0.31
H -1.14997 -0.74910 0.30165 0.679 -0.037 -0.433 0.19
H 1.23543 1.02856 -0.49873 1.390 0.077 -0.207 0.40
H -1.80768 1.31959 -0.35645 -0.220 0.084 -0.120 0.32
```
Forces are in eV/Å.

---

2.
A cluster of 3 separate species, C5H6O in total in a non-equilibrium geometry, computed with ωB97M-V/def2-TZVPD.

- net charge = 0
- gap between HOMO and LUMO (eV) = 8.95
- DFT total energy (eV) = -7322.3061
- HOMO energy (eV) = -8.902
- multiplicity = 1

```
12
Properties=species:S:1:pos:R:3:forces:R:3:mulliken_charge:R:1
C 1.48904 -0.18745 0.53521 -0.292 1.276 0.811 -0.57
C 0.93721 0.79517 1.03555 1.317 -1.005 -0.363 -0.13
H 2.26318 -0.89930 0.36617 -0.174 -0.224 -0.190 0.40
H 1.02897 1.64401 1.67763 -0.277 0.039 -0.048 0.35
C -1.05054 1.24341 0.47381 -1.415 -0.729 -0.624 -0.28
C -1.72082 0.32936 -0.01147 0.338 1.323 0.541 -0.50
H -1.03383 2.25788 0.80626 0.257 -0.022 0.096 0.34
H -2.55310 -0.20688 -0.40595 0.142 -0.249 -0.081 0.45
C 0.22752 -1.24351 -1.09619 -0.608 -0.182 0.085 0.04
O 0.49116 -2.41295 -1.20368 0.003 0.277 -0.012 -0.49
H 0.36164 -0.51382 -1.91875 0.194 -0.018 -0.019 0.37
H -0.44044 -0.80591 -0.25858 0.513 -0.487 -0.194 0.03
```
Forces are in eV/Å.

---

Among the records above, which one has the lowest HOMO energy? number 1